Entry 1:
Here is a structure of composition C3H4AuMgO4 from OMol25. Energies are from ωB97M-V with the def2-TZVPD basis set.

DFT total energy in a.u.: -752.47160
<S²>: 3.76
Energy relative to the best compared isomer or geometry (same formula, charge and spin) in kcal per mole: 52.4
LUMO (alpha / beta) in eV: -9.492 / -11.632
Highest occupied orbital energy (alpha / beta) in eV: -15.667 / -19.178
Molecular weight in Da: 325.3
Spin multiplicity: 4
Gap between HOMO and LUMO (alpha / beta) in eV: 6.175 / 7.546
Charge: +2

Cartesian coordinates (Å):
1 O -1.802 1.215 -0.004
2 C -1.076 0.623 -0.969
3 O 0.129 1.272 -1.279
4 C 0.974 1.576 -0.131
5 Mg -0.579 2.009 1.242
6 H -1.614 0.469 -1.920
7 H 1.646 2.379 -0.466
8 H 1.599 0.684 0.072
9 H -0.513 -0.711 -0.216
10 O 1.245 -1.839 0.642
11 C 0.002 -1.699 0.496
12 O -0.795 -2.514 1.033
13 Au 0.784 -3.465 1.500

Force components x, y, z for each atom (eV/Å):
O 1.56 -0.44 -0.31
C -1.92 0.31 0.13
O 1.49 1.85 2.80
C 0.99 -1.02 -4.29
Mg -1.30 0.31 0.08
H 0.20 -0.43 0.39
H -0.38 0.05 0.35
H -0.60 0.00 0.90
H 0.79 -1.64 0.90
O 0.89 2.74 -1.49
C -2.91 5.24 -3.13
O -2.29 1.46 -0.81
Au 3.47 -8.43 4.48


Entry 2:
Here is an isolated molecule of C5H6I2 from OMol25. Energies are from ωB97M-V with the def2-TZVPD basis set.

DFT total energy in a.u.: -789.42632
Energy relative to the best compared isomer or geometry (same formula, charge and spin) in kcal per mole: 15.3
LUMO in eV: -0.572
Highest occupied orbital energy in eV: -8.906
Molecular weight in Da: 319.9
SMILES: C=C/C(I)=C\CI
Gap between HOMO and LUMO in eV: 8.334
Charge: 0

Cartesian coordinates (Å):
1 C 2.260 -0.059 0.088
2 C 0.953 -0.222 0.284
3 C 0.115 0.889 0.515
4 I 1.166 2.676 1.249
5 C -1.198 0.994 0.258
6 C -1.928 -0.038 -0.444
7 I -3.021 0.731 -2.238
8 H 2.931 -0.939 -0.174
9 H 2.579 0.974 -0.089
10 H 0.541 -1.121 0.416
11 H -1.843 1.782 0.484
12 H -2.841 -0.560 0.076
13 H -1.422 -0.855 -0.868

Force components x, y, z for each atom (eV/Å):
C 0.66 -1.23 -1.55
C 2.88 2.28 -0.08
C -1.34 2.85 0.38
I -1.04 -0.57 -0.12
C 1.13 -0.91 0.00
C -3.60 -1.73 -0.09
I 0.49 -0.04 0.58
H -0.86 1.38 0.62
H 0.54 -0.73 0.28
H -1.56 -3.64 0.22
H -0.20 1.65 0.66
H 1.72 1.44 -0.46
H 1.18 -0.75 -0.44


Entry 3:
Here is an isolated molecule of C2H4N2OS from OMol25. Energies are from ωB97M-V with the def2-TZVPD basis set.

DFT total energy in a.u.: -661.46961
Energy relative to the best compared isomer or geometry (same formula, charge and spin) in kcal per mole: 72.7
LUMO in eV: -0.343
Highest occupied orbital energy in eV: -9.347
Molecular weight in Da: 104.1
SMILES: [H]/N=C\N(O)C=S
Gap between HOMO and LUMO in eV: 9.005
Charge: 0

Cartesian coordinates (Å):
1 H -0.672 -2.050 0.978
2 N -1.520 -1.566 0.663
3 C -1.154 -0.409 0.136
4 N 0.139 0.037 -0.053
5 O 1.133 -0.674 0.570
6 C 0.478 1.178 -0.692
7 S 2.027 1.692 -0.750
8 H -1.946 0.224 -0.246
9 H 1.919 -0.033 0.608
10 H -0.404 1.601 -1.215

Force components x, y, z for each atom (eV/Å):
H -0.19 -0.04 -0.05
N 1.48 3.21 -1.11
C -1.65 -3.85 1.27
N 0.67 0.79 0.14
O 0.41 0.27 0.25
C -0.53 -0.57 -0.33
S -0.16 0.35 -0.07
H 0.30 0.29 -0.15
H -1.03 -0.54 -0.36
H 0.69 0.08 0.41


Entry 4:
Here is a cluster of 2 separate species, C2N2O3 in total from OMol25. Energies are from ωB97M-V with the def2-TZVPD basis set.

DFT total energy in a.u.: -411.33406
Energy relative to the best compared isomer or geometry (same formula, charge and spin) in kcal per mole: 7.3
LUMO (alpha / beta) in eV: -2.304 / -2.308
Highest occupied orbital energy (alpha / beta) in eV: -10.473 / -10.476
Molecular weight in Da: 100.0
SMILES: N#CN=O.O=C=O
Gap between HOMO and LUMO (alpha / beta) in eV: 8.169 / 8.168
Charge: 0

Cartesian coordinates (Å):
1 N 1.337 -1.885 0.094
2 C 1.389 -0.728 0.007
3 N 1.427 0.507 -0.384
4 O 1.652 1.546 0.181
5 O -2.640 -0.712 -0.033
6 C -1.941 0.191 0.038
7 O -1.223 1.080 0.097

Force components x, y, z for each atom (eV/Å):
N -0.07 0.37 -0.04
C 0.24 -2.33 1.76
N -0.06 3.10 -2.42
O 0.09 -1.09 0.67
O -1.03 -1.18 -0.06
C -0.18 -0.35 -0.08
O 1.00 1.48 0.17